{
  "formula": "C14H19AuBN4O2S6",
  "method": "wB97M-V/def2-TZVPD",
  "species": ["Au", "S", "S", "S", "S", "S", "S", "O", "O", "N", "N", "N", "N", "C", "C", "C", "C", "C", "C", "C", "C", "C", "C", "C", "C", "C", "C", "B", "H", "H", "H", "H", "H", "H", "H", "H", "H", "H", "H", "H", "H", "H", "H", "H", "H", "H", "H"],
  "positions_angstrom": [[0.234, 0.200, -0.200], [2.520, 0.105, -0.687], [0.226, 2.509, -0.556], [2.461, 4.409, -1.190], [0.212, -2.184, -0.191], [-2.155, 0.277, -0.098], [4.488, 2.285, -1.308], [0.405, 0.255, 2.275], [5.003, 4.834, -1.763], [-2.576, 1.367, 2.353], [-0.801, -2.636, 2.342], [1.366, -2.767, 2.198], [-2.521, -0.807, 2.418], [1.039, -3.036, 3.501], [0.799, 2.258, 3.568], [2.264, 0.261, 3.816], [2.708, -2.680, 1.659], [0.238, -2.495, 1.512], [2.845, 1.805, -0.930], [-0.309, -2.954, 3.583], [-2.503, 2.724, 1.848], [-2.764, 1.005, 3.662], [-2.733, -0.348, 3.693], [1.382, 1.043, 2.828], [-2.389, 0.255, 1.616], [4.167, 4.020, -1.467], [1.924, 2.771, -0.876], [-2.311, -2.322, 2.077], [-2.947, -2.954, 2.892], [-0.965, -3.102, 4.421], [3.029, 0.896, 4.279], [-3.197, 2.848, 1.020], [1.577, 2.871, 4.036], [1.787, -3.247, 4.243], [2.902, -1.664, 1.322], [2.770, -0.558, 3.303], [2.073, 1.456, 2.057], [1.631, -0.163, 4.603], [0.247, 2.887, 2.869], [2.820, -3.363, 0.819], [-1.496, 2.934, 1.498], [-2.899, 1.734, 4.440], [-2.766, 3.401, 2.658], [0.109, 1.908, 4.344], [-2.853, -1.026, 4.518], [3.407, -2.946, 2.449], [-2.602, -2.547, 0.940]],
  "charge": -1,
  "gap_ev": 5.80,
  "largest_force_ev_per_a": 0.19
}

***

{
  "formula": "C14H19BrN3O7S2",
  "method": "wB97M-V/def2-TZVPD",
  "species": ["Br", "S", "S", "O", "O", "O", "O", "O", "O", "O", "N", "N", "N", "C", "C", "C", "C", "C", "C", "C", "C", "C", "C", "C", "C", "C", "C", "H", "H", "H", "H", "H", "H", "H", "H", "H", "H", "H", "H", "H", "H", "H", "H", "H", "H", "H"],
  "positions_angstrom": [[5.460, -1.507, 0.261], [-3.474, -0.296, -2.758], [-2.606, 2.869, 4.262], [2.523, 0.063, 0.726], [1.913, 0.770, -3.848], [5.313, -3.053, -2.080], [2.796, 1.729, -0.867], [0.315, 0.101, -2.123], [-2.438, 1.307, -0.499], [-2.589, 3.443, 2.879], [-3.728, -0.372, 0.197], [-3.273, 0.320, 1.280], [-0.429, -0.977, -0.164], [3.903, -1.065, -2.489], [4.878, -1.965, -1.593], [1.603, 0.211, -2.776], [-1.962, -1.159, -3.419], [0.008, -1.229, -1.558], [2.621, 0.389, -0.504], [-2.407, 1.420, 0.910], [1.495, -1.892, -1.610], [2.521, -0.658, -1.739], [1.836, -3.107, -0.624], [-3.206, 0.237, -1.025], [-3.254, 4.139, 5.369], [-1.151, -2.022, -2.334], [-0.914, 2.917, 4.890], [-1.863, 2.210, 1.548], [-1.328, -0.403, -4.002], [-2.701, 5.070, 5.233], [-0.905, 2.618, 5.939], [3.596, -1.729, -3.385], [0.308, -1.157, 0.529], [1.930, -2.669, 0.442], [1.465, -2.401, -2.640], [-0.625, -2.871, -2.925], [-0.310, 2.218, 4.310], [-1.919, -2.534, -1.662], [1.031, -3.939, -0.672], [-0.505, 3.924, 4.783], [-3.170, 3.799, 6.403], [-4.305, 4.304, 5.128], [-2.351, -1.913, -4.209], [-1.310, -1.449, 0.074], [2.837, -3.623, -0.838], [4.373, -0.069, -2.820]],
  "charge": -1,
  "gap_ev": 6.94,
  "largest_force_ev_per_a": 7.71
}